(1)
{"formula": "C5H7NO", "method": "ωB97M-V with the def2-TZVPD basis set", "total_energy_ha": -324.592448, "relative_energy_kcal_mol": 82.8, "homo_ev": [-7.9849, -7.9938], "orbital_gap_ev": [8.22, 7.73], "elements": ["H", "C", "N", "H", "H", "C", "H", "O", "H", "C", "H", "C", "H", "C"], "positions_angstrom": [[-1.196402, -0.450383, 1.569428], [0.362324, 0.125354, 0.225257], [0.585077, 2.677972, 0.007800], [-0.651086, -1.713795, 0.467460], [-2.256392, 0.774517, -0.378372], [-2.056352, -0.303144, -0.400252], [-2.959121, -0.826904, -0.067914], [1.481583, -0.553033, 0.005128], [-1.844628, -0.591334, -1.436510], [2.677137, -0.109436, -0.173417], [3.412531, -0.864706, -0.415694], [0.449868, 1.527455, 0.138402], [2.883367, 0.952221, -0.072246], [-0.887907, -0.644779, 0.530932]], "atomic_forces_ev_per_a": [[0.1, -0.1, -0.2], [-0.2, 0.4, 0.0], [-0.1, -0.9, 0.2], [0.0, 0.2, 0.0], [0.0, -0.2, 0.0], [0.0, 0.1, 0.0], [0.1, 0.1, -0.1], [-0.9, -0.9, 0.1], [0.0, 0.1, 0.2], [1.1, 0.6, -0.2], [-0.1, 0.2, 0.1], [0.0, 0.6, -0.1], [0.0, -0.2, -0.1], [0.1, 0.0, 0.0]]}


(2)
{"formula": "C5H7NO", "method": "ωB97M-V with the def2-TZVPD basis set", "total_energy_ha": -324.572312, "relative_energy_kcal_mol": 95.5, "homo_ev": -7.8893, "orbital_gap_ev": 8.74, "elements": ["C", "O", "H", "H", "H", "C", "C", "C", "C", "H", "H", "H", "H", "N"], "positions_angstrom": [[-0.339619, -1.453892, -0.367111], [1.079663, -1.300971, -0.214035], [3.270550, -0.298902, 0.238981], [-1.183311, 0.829083, 0.973422], [-3.053914, -0.572988, 0.277182], [1.280950, 0.013480, -0.056386], [-2.272370, 0.204898, 0.140195], [-0.951303, -0.265334, -0.305563], [0.110405, 0.738253, -0.069937], [2.751256, 1.326956, 0.432619], [-2.652759, 1.076639, -0.399900], [-0.677211, -2.477342, -0.283130], [0.061273, 1.769936, -0.415381], [2.576390, 0.410188, 0.049047]], "atomic_forces_ev_per_a": [[0.2, 0.0, 0.3], [-0.5, 0.0, 0.0], [-0.2, 0.1, 0.0], [-4.0, -1.1, -0.2], [0.6, 0.7, 0.5], [-0.3, 0.3, -0.1], [1.5, 1.1, 1.0], [1.1, -0.1, -0.3], [1.2, -0.5, -1.5], [-0.1, -0.3, -0.1], [0.1, -0.2, 0.0], [0.1, 0.2, -0.1], [-0.1, -0.1, 0.5], [0.2, 0.0, 0.0]]}


(3)
{"formula": "C5H7NO", "method": "ωB97M-V with the def2-TZVPD basis set", "total_energy_ha": -324.654553, "relative_energy_kcal_mol": 43.9, "homo_ev": -7.6515, "orbital_gap_ev": 8.66, "smiles": "Cc1occc1N", "elements": ["H", "C", "H", "C", "H", "H", "C", "O", "H", "C", "H", "N", "C", "H"], "positions_angstrom": [[2.195877, 0.950344, -0.933328], [-1.453674, -1.108585, 0.155596], [-2.254332, -0.546572, -0.318953], [-0.368506, -0.264247, 0.748323], [-1.837369, -1.877209, 0.827029], [0.046310, 2.585952, -0.910377], [1.698279, -0.812493, 0.246076], [0.652413, -1.190385, 0.968381], [2.410237, -1.601059, 0.084630], [1.515465, 0.424526, -0.285901], [-0.900731, -1.641333, -0.643780], [-0.514967, 1.880996, -0.458423], [0.176903, 0.796549, 0.054660], [-1.242950, 2.272636, 0.121047]], "atomic_forces_ev_per_a": [[0.1, 0.1, 0.0], [-0.4, -0.1, -0.1], [-0.1, 0.1, 0.2], [0.0, 0.0, -0.3], [-0.2, 0.2, 0.1], [0.0, -0.1, 0.1], [0.1, 0.1, -0.1], [0.1, -0.2, -0.2], [0.6, 0.3, 0.3], [0.2, 0.0, 0.0], [-0.5, 0.0, 0.0], [-0.1, 0.0, 0.0], [0.0, -0.3, 0.0], [0.2, -0.1, -0.1]]}


(4)
{"formula": "C5H7NO", "method": "ωB97M-V with the def2-TZVPD basis set", "total_energy_ha": -324.552006, "relative_energy_kcal_mol": 108.2, "homo_ev": -9.3164, "orbital_gap_ev": 10.36, "elements": ["H", "H", "H", "C", "C", "C", "N", "H", "C", "H", "O", "H", "C", "H"], "positions_angstrom": [[0.114177, 2.296581, 1.195936], [-0.542310, -0.824033, 1.932342], [-2.087170, -0.392752, -0.622464], [0.308976, 0.350920, 0.076307], [-1.305315, -1.094052, -0.312264], [0.350943, 1.834681, 0.235690], [1.542532, 0.997690, 0.397705], [2.186098, 1.022435, -0.386745], [-0.347107, -0.777196, 0.862263], [-1.634855, -2.139362, -0.316563], [0.618654, -1.706850, 0.253666], [0.490254, -1.182299, -1.854630], [0.110144, -0.901293, -0.865340], [0.194981, 2.515531, -0.595903]], "atomic_forces_ev_per_a": [[-0.5, -0.3, -0.3], [0.1, -0.1, 0.0], [0.2, 0.0, 0.2], [-0.1, -0.1, 0.0], [-0.1, 0.1, 0.0], [-0.2, 0.1, -0.2], [0.5, -0.2, 0.1], [-0.2, 0.0, -0.1], [-0.2, 0.0, 0.6], [0.1, 0.3, 0.0], [0.1, -0.1, 0.0], [0.0, 0.4, 0.2], [0.1, 0.2, -0.5], [0.3, -0.3, -0.2]]}


(5)
{"formula": "C5H7NO2", "method": "ωB97M-V with the def2-TZVPD basis set", "total_energy_ha": -399.848224, "relative_energy_kcal_mol": 73.6, "homo_ev": -9.2746, "orbital_gap_ev": 10.05, "elements": ["O", "C", "C", "H", "H", "H", "H", "O", "C", "C", "N", "H", "H", "H", "C"], "positions_angstrom": [[0.000228, -0.085334, -3.141402], [-1.041340, -0.508049, 0.632855], [-0.050231, 0.622488, -2.173231], [-0.546485, 1.779993, 0.350637], [-1.493345, -0.420938, 1.618058], [-1.740612, -0.882611, -0.154739], [0.617079, 0.331317, 2.373163], [0.807657, -1.035068, -0.713185], [0.346773, -1.122661, 0.651227], [-0.171678, 0.746335, 0.323245], [0.492800, 0.376907, -0.945508], [1.859488, 0.505449, 1.073370], [-0.510607, 1.617340, -2.194160], [0.581165, -2.130547, 1.022716], [0.849111, 0.205381, 1.276953]], "atomic_forces_ev_per_a": [[0.1, -0.2, -0.1], [-0.7, 0.1, -1.0], [-0.3, 0.1, -0.2], [0.2, -0.4, -0.2], [0.0, -0.1, -0.1], [0.5, 0.4, 0.7], [0.0, -0.2, -1.3], [-0.3, 1.0, 0.3], [0.8, -0.9, 0.5], [-0.9, 0.8, -0.7], [-0.1, -0.8, 0.2], [0.5, 0.0, 0.0], [-0.1, 0.3, 0.1], [-0.1, 0.5, -0.1], [0.3, -0.4, 1.9]]}


(6)
{"formula": "C5H7NO2", "method": "ωB97M-V with the def2-TZVPD basis set", "total_energy_ha": -399.660379, "relative_energy_kcal_mol": 191.5, "homo_ev": -9.2811, "orbital_gap_ev": 9.99, "elements": ["H", "H", "C", "O", "C", "H", "H", "N", "H", "H", "C", "C", "C", "O", "H"], "positions_angstrom": [[-1.929165, 0.890933, 1.532256], [2.228668, 1.322312, 0.263811], [0.072531, 0.564793, 0.757298], [0.739537, -0.771907, 0.745979], [-1.164282, 0.044967, 1.368129], [1.847433, -1.067388, -1.034295], [-0.580337, 0.598366, -0.135635], [-1.338908, -1.016582, -0.899162], [-0.015445, -0.954633, -2.386252], [-1.251269, -0.497326, 2.259181], [-0.110349, -0.829072, -1.318052], [1.115839, -0.453441, -0.587109], [1.187411, 1.107466, -0.101820], [-1.829030, -0.800388, 0.348202], [1.027368, 1.861900, -0.812528]], "atomic_forces_ev_per_a": [[0.9, -0.9, -0.4], [-1.1, -0.5, 0.5], [-0.3, -2.9, -0.2], [0.7, 0.3, 0.0], [-3.7, 3.9, 0.8], [1.9, -0.1, -0.1], [0.4, 0.5, -0.3], [1.1, -0.1, -1.3], [-0.2, -0.4, -0.2], [0.9, -1.1, 1.3], [-2.3, 0.3, -0.4], [-1.0, 1.2, 1.0], [3.2, -0.9, -0.1], [0.3, -0.3, 0.4], [-1.0, 1.0, -1.0]]}